Entry 1:
# C23H28F9FeGeN6O4S6

A structure of composition C23H28F9FeGeN6O4S6 at a distorted geometry (ωB97M-V/def2-TZVPD, the Open Molecules 2025 dataset).

Positions of all 78 atoms, in Å:
Fe 0.6287 -1.5666 -0.1204
F 1.1646 2.9742 -2.7210
C 1.5121 2.1427 -3.7152
F 2.3573 2.7994 -4.5136
F 0.4005 1.8850 -4.4268
C 2.1280 0.8749 -3.1878
C 3.4149 0.5128 -3.5396
C 3.9536 -0.6761 -3.0707
C 3.1861 -1.4559 -2.2350
N 1.9434 -1.1044 -1.8778
C 1.4046 0.0252 -2.3524
S -0.2840 0.2783 -1.9138
H 3.9935 1.1629 -4.1818
H 4.9580 -0.9796 -3.3330
H 3.5540 -2.3871 -1.8251
N -0.3160 -2.2810 3.4179
C -0.3196 -3.2953 2.5121
N -0.1876 -3.1232 1.2136
C -0.2084 -4.3590 0.5485
C -0.4091 -5.4202 1.3442
S -0.5354 -4.9312 2.9871
C -0.0724 -4.3827 -0.9146
C 0.0464 -5.4743 -1.6848
S 0.0480 -5.0244 -3.3470
C -0.1181 -3.3604 -2.8946
N -0.1310 -3.1582 -1.5908
N -0.2447 -2.4046 -3.8276
H 0.2644 -1.4857 3.1844
H -0.2743 -2.5435 4.3886
H -0.5028 -6.4571 1.0613
H 0.1238 -6.5099 -1.3880
H -0.2666 -2.6387 -4.8025
H -0.4021 -1.4493 -3.5354
F 2.9540 2.5599 1.5113
C 2.9017 1.5027 2.3047
F 1.8914 1.6295 3.1611
F 4.0353 1.3536 2.9532
S 2.5994 0.0494 1.2261
O 1.3441 0.4161 0.5438
O 3.7489 -0.1183 0.3885
N 2.3355 -1.1644 2.2273
S 2.8775 -2.5947 1.7083
O 2.4381 -2.7906 0.3158
O 2.5690 -3.6219 2.6449
C 4.7656 -2.5323 1.6897
F 5.2046 -1.4519 2.3064
F 5.2100 -2.5768 0.4466
F 5.1770 -3.6048 2.3447
S -2.4647 -1.5563 -0.5109
C -1.2443 -0.6957 -0.0614
C -6.3028 1.9855 1.2312
C -5.5287 1.3389 0.0873
C -4.0256 1.6175 0.1412
C -3.3543 1.0655 1.4092
Ge -1.4150 0.9486 1.2115
C -0.7549 2.6018 0.4648
C -0.9345 3.7271 1.4918
C -0.3367 5.0440 0.9951
C -1.0408 5.5972 -0.2420
H -7.3724 1.7954 1.1343
H -6.1563 3.0694 1.2368
H -5.9872 1.5972 2.2026
H -5.9184 1.7006 -0.8672
H -5.6883 0.2538 0.1025
H -3.8577 2.6983 0.0821
H -3.5671 1.1877 -0.7595
H -3.7392 0.0741 1.6610
H -3.5501 1.7147 2.2673
H -0.7742 0.4778 2.5223
H -1.3403 2.7875 -0.4366
H 0.2880 2.4944 0.1606
H -0.4603 3.4540 2.4403
H -2.0003 3.8765 1.7011
H 0.7252 4.8913 0.7789
H -0.3925 5.7750 1.8044
H -0.8856 4.9614 -1.1173
H -0.6640 6.5898 -0.4910
H -2.1183 5.6844 -0.0706

Properties
Strongest force on any atom in eV/Å: 1.84
Charge: +1
Gap between HOMO and LUMO (alpha / beta) in eV: 5.995 / 5.507
HOMO energy (alpha / beta) in eV: -10.80 / -10.79
E in eV: -221802.288
M in u: 944.35
Relative energy (zero: lowest compared OMol25 entry of this formula, charge and spin) in kJ/mol: 80.33
Multiplicity: 5


Entry 2:
# C30H52BrCl36FN2O2

A cluster of 19 separate species, C30H52BrCl36FN2O2 in total at a distorted geometry (ωB97M-V/def2-TZVPD, the Open Molecules 2025 dataset).

Positions of all 124 atoms, in Å:
C -0.2985 2.7566 2.2624
C -1.7311 3.1776 1.9235
C -2.0441 3.1396 0.3823
Br -3.8917 2.5518 0.1547
C -1.0418 2.2305 -0.2796
C 0.0147 2.7296 -1.0912
C 0.1445 4.2015 -1.3668
C 1.1141 4.5608 -2.5040
C 1.1060 6.0571 -2.8702
C 0.7644 3.7983 -3.8112
N 0.8779 1.8389 -1.5857
N 0.8885 0.5218 -1.4556
C -0.0733 -0.0165 -0.7021
C -0.1125 -1.5595 -0.5323
O 0.0966 -2.1217 -1.6091
O -0.3392 -2.0632 0.6111
C -1.0453 0.8409 -0.1124
F -2.0024 0.3264 0.6439
H -0.1720 1.6751 2.2537
H -0.0655 3.0785 3.2789
H 0.4543 3.2155 1.6234
H -2.4256 2.5185 2.4389
H -1.8858 4.1904 2.2950
H -1.9774 4.1569 0.0227
H -0.8489 4.5564 -1.6526
H 0.3636 4.7144 -0.4265
H 2.1336 4.3476 -2.1647
H 1.4357 6.7060 -2.0619
H 0.1568 6.3589 -3.3018
H 1.8418 6.1524 -3.6717
H 0.9520 4.4542 -4.6546
H 1.3778 2.9090 -3.9515
H -0.2826 3.4937 -3.8142
H 1.6345 2.2277 -2.1544
C 4.4605 0.6875 -3.1850
Cl 3.8414 2.3371 -2.9283
Cl 4.7649 -0.1580 -1.6835
H 3.7305 0.1310 -3.7619
H 5.3930 0.7645 -3.7283
C -2.0223 -2.8592 -4.1249
Cl -0.9472 -2.6128 -5.5234
Cl -3.1733 -4.1779 -4.3786
H -1.4093 -3.0886 -3.2611
H -2.5787 -1.9445 -3.9569
C 4.8347 -2.1594 1.8843
Cl 5.8758 -2.8476 0.6429
Cl 5.7442 -1.1156 2.9903
H 4.0629 -1.5660 1.4068
H 4.3948 -2.9654 2.4508
C -3.3561 -0.2092 -7.4076
Cl -3.4920 1.3664 -6.6052
Cl -4.9433 -0.9366 -7.6696
H -2.8698 -0.0741 -8.3662
H -2.7681 -0.8695 -6.7791
C -0.3218 8.3535 -0.2849
Cl -0.8313 8.5249 -1.9594
Cl -0.8157 6.7856 0.3601
H 0.7594 8.4175 -0.2350
H -0.7713 9.1420 0.3064
C 4.0861 -2.3494 8.9375
Cl 4.5686 -1.8386 10.5598
Cl 2.4205 -2.9412 8.9068
H 4.1641 -1.5046 8.2693
H 4.7434 -3.1479 8.6129
C -5.6567 -1.2186 -4.2622
Cl -4.7852 -0.6409 -2.8275
Cl -7.2740 -1.7970 -3.8555
H -5.7447 -0.3956 -4.9600
H -5.0974 -2.0336 -4.7096
C -2.0362 4.5601 -8.0630
Cl -1.4948 4.1558 -9.6960
Cl -0.7178 5.2101 -7.0763
H -2.8187 5.3059 -8.1332
H -2.4123 3.6604 -7.5938
C -0.2352 -3.8676 6.3714
Cl 1.0872 -3.5433 5.2504
Cl -1.2531 -5.2082 5.8507
H 0.1903 -4.1171 7.3369
H -0.8444 -2.9741 6.4505
C 8.0081 -2.3256 -2.7272
Cl 7.2979 -1.1043 -3.7939
Cl 7.4186 -3.9450 -3.0998
H 9.0838 -2.3064 -2.8520
H 7.7392 -2.0831 -1.7050
C 3.3112 -1.9659 14.0950
Cl 2.7485 -0.3258 14.4402
Cl 2.2298 -3.1865 14.7764
H 3.3526 -2.0998 13.0212
H 4.2961 -2.0935 14.5281
C -3.6616 -4.2962 -9.2993
Cl -2.7956 -3.7763 -7.8501
Cl -5.2954 -4.8602 -8.9235
H -3.7354 -3.4572 -9.9813
H -3.1116 -5.1085 -9.7592
C -7.2560 1.4485 1.6875
Cl -6.7162 1.0157 0.0560
Cl -5.9627 2.1553 2.6563
H -8.0568 2.1732 1.6038
H -7.6092 0.5512 2.1810
C 2.4918 -6.3282 7.5726
Cl 4.2575 -6.3966 7.6310
Cl 1.7714 -7.9420 7.5125
H 2.1371 -5.8223 8.4622
H 2.1952 -5.7831 6.6832
C -2.3483 -2.6590 2.9784
Cl -2.5306 -1.0561 3.7027
Cl -3.9069 -3.4769 2.7845
H -1.8835 -2.5528 1.9981
H -1.7471 -3.2550 3.6547
C 4.2414 2.2396 1.8685
Cl 4.1312 3.8630 2.5616
Cl 2.6600 1.4534 1.7994
H 4.6321 2.3162 0.8601
H 4.8987 1.6374 2.4847
C -5.0397 4.2504 -10.9529
Cl -5.4286 5.9705 -10.8384
Cl -5.0961 3.4581 -9.3747
H -5.7597 3.7721 -11.6058
H -4.0377 4.1469 -11.3526
C 1.9079 -10.7865 10.0276
Cl 0.4036 -11.2226 10.8480
Cl 3.3216 -11.0889 11.0453
H 1.9962 -11.3804 9.1259
H 1.8767 -9.7325 9.7813

Properties
Strongest force on any atom in eV/Å: 2.27
Gap between HOMO and LUMO in eV: 7.767
HOMO energy in eV: -8.74
E in eV: -562595.353
M in u: 1847.97


Entry 3:
# C4H10N2O

An isolated molecule of C4H10N2O at a distorted geometry (ωB97M-V/def2-TZVPD, the Open Molecules 2025 dataset).

Positions of all 17 atoms, in Å:
C -1.1045 -0.9953 1.8844
C -0.7825 0.4391 1.4221
N -0.9316 0.5434 -0.0527
C 0.2757 1.0268 -0.7539
C 0.7005 0.2090 -1.9520
N 1.8269 -0.5790 -1.7885
O -0.0733 0.0322 -2.8691
H -0.1816 -1.5344 1.6976
H -1.9435 -1.4928 1.4134
H -1.2731 -1.0244 2.9639
H 0.2786 0.5712 1.6410
H -1.4346 1.1758 1.8804
H -1.1143 -0.3968 -0.3871
H 1.0968 1.1409 -0.0462
H 0.0158 2.0446 -1.0691
H 2.5950 -0.1181 -1.3237
H 2.0498 -1.0422 -2.6602

Properties
Strongest force on any atom in eV/Å: 1.94
Gap between HOMO and LUMO in eV: 9.829
HOMO energy in eV: -8.98
E in eV: -9337.583
SMILES string: CCNCC(N)=O
M in u: 102.14
Relative energy (zero: lowest compared OMol25 entry of this formula, charge and spin) in kJ/mol: 135.51